[1]
{
  "formula": "C22H48FO14P2S",
  "method": "wB97M-V/def2-TZVPD",
  "symbols": ["C", "C", "O", "C", "C", "C", "S", "O", "O", "F", "O", "P", "O", "C", "P", "O", "H", "H", "H", "H", "H", "H", "H", "H", "H", "H", "H", "H", "H", "H", "H", "H", "O", "C", "O", "C", "C", "C", "H", "H", "H", "H", "H", "H", "H", "H", "O", "C", "O", "C", "C", "C", "H", "H", "H", "H", "H", "H", "H", "H", "O", "C", "O", "C", "C", "C", "H", "H", "H", "H", "H", "H", "H", "H", "O", "C", "O", "C", "C", "C", "H", "H", "H", "H", "H", "H", "H", "H"],
  "positions_angstrom": [[4.1142, -2.7306, 4.9140], [4.1748, -1.2573, 4.5395], [3.9685, -1.0027, 3.1642], [2.6569, -1.2849, 2.7049], [1.6107, -0.2417, 3.1292], [0.6266, -0.6470, 4.2092], [-0.6301, 0.7898, 4.3192], [-0.6087, 1.6024, 3.1372], [-1.9101, 0.3888, 4.7955], [0.0049, 1.6784, 5.4629], [1.0981, -0.7100, 5.4950], [0.2654, -1.9058, 6.5750], [-0.7792, -2.3520, 5.1883], [-0.1201, -1.9826, 4.0259], [-1.1078, -2.1952, 2.4992], [-2.1834, -1.2198, 2.2034], [4.4432, -2.9105, 5.9362], [4.6403, -3.3565, 4.1914], [3.0680, -3.0485, 4.8846], [3.5241, -0.6648, 5.1894], [5.1926, -0.9106, 4.7507], [2.7093, -1.2738, 1.6015], [2.3188, -2.2931, 2.9617], [1.0044, -0.0307, 2.2503], [2.0939, 0.7060, 3.3689], [-0.4451, -2.8006, 7.4568], [1.1816, -2.9609, 6.2193], [1.1107, -1.4251, 7.6429], [-0.6712, -0.8520, 6.8534], [0.6206, -2.8030, 3.9055], [-1.6066, -3.5162, 2.5595], [-0.1236, -2.2097, 1.4786], [-5.2723, 4.9008, 8.6680], [-4.9870, 4.3113, 7.6582], [-5.7508, 3.2785, 7.2685], [-5.6182, 2.6494, 5.9838], [-4.5553, 1.5742, 5.9765], [-3.7436, 4.6465, 6.8672], [-5.4497, 3.3969, 5.2067], [-6.5946, 2.2092, 5.7832], [-3.5676, 1.9820, 6.1815], [-4.5188, 1.0759, 5.0089], [-4.7616, 0.8297, 6.7457], [-2.9014, 4.0958, 7.2837], [-3.5562, 5.7127, 6.9709], [-3.8233, 4.4340, 5.8044], [1.9121, -0.2059, 0.1970], [1.2655, -0.2789, -0.8164], [1.2164, -1.4516, -1.4701], [0.3167, -1.6871, -2.5618], [0.9023, -1.2307, -3.8775], [0.5819, 0.9303, -1.4060], [-0.6553, -1.2375, -2.3700], [0.1615, -2.7654, -2.5807], [1.0792, -0.1552, -3.8858], [0.2338, -1.4737, -4.6994], [1.8650, -1.7192, -4.0480], [1.2927, 1.4623, -2.0379], [0.2817, 1.5775, -0.5845], [-0.3129, 0.6987, -1.9790], [-1.7363, -0.0131, -4.3190], [-2.3771, -0.0880, -5.3296], [-2.4319, -1.2716, -5.9739], [-3.3080, -1.5249, -7.0727], [-2.6925, -1.1001, -8.3902], [-3.0375, 1.1223, -5.9433], [-4.2842, -1.0676, -6.9048], [-3.4658, -2.6025, -7.0707], [-2.5108, -0.0259, -8.4200], [-3.3506, -1.3626, -9.2195], [-1.7318, -1.5944, -8.5328], [-2.3114, 1.6328, -6.5753], [-3.3352, 1.7874, -5.1366], [-3.9310, 0.8954, -6.5205], [1.2332, 1.3937, -7.1040], [2.4216, 1.2858, -7.2287], [2.9299, 0.2046, -7.8515], [4.3062, 0.0849, -8.2172], [5.1445, -0.4660, -7.0824], [3.3662, 2.2952, -6.6164], [4.6919, 1.0334, -8.5942], [4.3197, -0.6107, -9.0552], [5.1436, 0.2024, -6.2215], [6.1759, -0.6100, -7.4057], [4.7437, -1.4233, -6.7497], [3.5643, 2.0123, -5.5834], [2.8756, 3.2650, -6.6301], [4.3062, 2.4052, -7.1520]],
  "lowdin_charge": [-0.0807, -0.2771, -0.1391, -0.1992, -0.1140, -0.5366, 0.6779, -0.2959, -0.2749, -0.1656, -0.3366, 0.4779, -0.3641, -0.5351, 0.7480, -0.4425, 0.0753, 0.0751, 0.0361, 0.1083, 0.1100, 0.0992, 0.1021, 0.0822, 0.1415, -0.0561, -0.0202, -0.0451, -0.0188, 0.1072, 0.0166, 0.0157, 0.0865, -0.5358, -0.0031, -0.2340, -0.0647, 0.0116, 0.1103, 0.1171, 0.0606, 0.0837, 0.0891, 0.0990, 0.0855, 0.0709, 0.0777, -0.4957, 0.0041, -0.2278, -0.0755, 0.0319, 0.1032, 0.1232, 0.0663, 0.0657, 0.0800, 0.0928, 0.0963, 0.0669, 0.1049, -0.5053, 0.0007, -0.2382, -0.0629, 0.0202, 0.1117, 0.1215, 0.0687, 0.0791, 0.0839, 0.0963, 0.0923, 0.0699, 0.1003, -0.5297, -0.0025, -0.2402, -0.0623, 0.0134, 0.1110, 0.1208, 0.0690, 0.0808, 0.0842, 0.0966, 0.0899, 0.0690],
  "e_homo_ha": -0.17655,
  "molar_mass_da": 649.62,
  "gap_ev": 6.46,
  "multiplicity": 1,
  "charge": -1,
  "lumo_ha": 0.0610,
  "largest_force_ev_per_a": 1.9
}

=====

[2]
{
  "formula": "C22H48O22Zr",
  "method": "wB97M-V/def2-TZVPD",
  "symbols": ["Zr", "C", "O", "H", "H", "H", "C", "O", "H", "H", "H", "C", "O", "H", "H", "H", "C", "O", "H", "H", "H", "C", "O", "C", "O", "O", "C", "H", "H", "H", "H", "H", "H", "C", "O", "C", "O", "O", "C", "H", "H", "H", "H", "H", "H", "C", "O", "C", "O", "O", "C", "H", "H", "H", "H", "H", "H", "C", "O", "C", "O", "O", "C", "H", "H", "H", "H", "H", "H", "C", "O", "C", "O", "O", "C", "H", "H", "H", "H", "H", "H", "C", "O", "C", "O", "O", "C", "H", "H", "H", "H", "H", "H"],
  "positions_angstrom": [[22.1741, 34.1345, -3.0764], [25.0596, 36.2564, -2.6809], [23.7339, 35.7360, -2.7920], [25.3522, 37.0186, -3.4030], [25.2051, 36.6351, -1.6692], [25.7441, 35.4082, -2.6633], [19.5179, 36.5095, -2.4819], [20.5113, 35.4790, -2.6285], [19.0288, 36.5557, -3.4549], [18.7406, 36.2696, -1.7564], [19.8019, 37.5211, -2.1919], [23.8780, 31.2594, -1.6704], [23.3556, 32.4534, -2.2320], [24.4675, 31.3751, -0.7608], [23.0238, 30.6556, -1.3640], [24.4587, 30.6264, -2.3413], [20.5623, 31.6244, -4.9729], [21.0072, 32.8250, -4.3228], [20.6031, 30.8345, -4.2229], [19.5729, 31.5614, -5.4259], [21.2211, 31.3711, -5.8035], [24.7181, 30.9195, -4.9719], [24.4872, 31.7932, -6.1539], [24.0223, 33.0320, -5.9662], [23.7364, 33.4244, -4.8358], [23.8953, 33.7755, -7.0893], [23.6146, 33.1367, -8.3262], [23.8114, 30.5118, -4.5248], [25.3905, 31.4042, -4.2641], [25.1068, 29.9700, -5.3400], [22.5947, 32.8275, -8.5546], [24.3122, 32.3004, -8.3731], [23.9024, 33.7381, -9.1885], [17.6701, 38.8437, 0.1754], [18.9429, 38.5696, 0.7278], [20.0618, 39.1423, 0.2356], [19.9931, 40.1636, -0.4362], [21.1422, 38.4993, 0.6702], [22.4133, 38.5921, 0.0154], [17.3540, 39.8136, 0.5594], [16.9308, 38.1252, 0.5292], [17.6484, 38.7220, -0.9076], [23.0420, 39.3991, 0.3917], [22.3499, 38.6265, -1.0723], [22.9342, 37.6611, 0.2388], [27.3141, 33.1125, -2.6744], [27.9010, 32.7445, -1.4723], [29.1876, 32.2323, -1.4686], [29.8923, 32.0592, -2.4576], [29.7094, 32.0799, -0.2157], [28.9463, 32.3454, 0.9688], [26.3751, 33.5352, -2.3170], [27.1826, 32.1460, -3.1609], [27.6741, 33.8794, -3.3602], [29.5317, 31.9500, 1.7989], [27.9245, 31.9659, 0.9665], [28.8459, 33.4243, 1.0865], [19.8892, 34.9329, -6.5944], [20.7080, 36.0832, -6.7264], [21.7382, 36.2560, -5.8767], [22.0998, 35.4303, -4.9732], [22.3867, 37.4278, -6.2307], [23.5392, 37.9186, -5.5680], [19.6827, 34.7641, -5.5375], [20.3605, 34.0269, -6.9753], [18.9127, 35.1779, -7.0122], [24.1579, 37.0434, -5.3693], [23.4740, 38.5237, -4.6638], [24.3188, 38.3214, -6.2146], [20.8075, 31.3460, 0.8540], [19.4785, 31.5822, 0.4472], [19.3221, 32.2832, -0.7249], [20.2146, 32.7952, -1.3984], [18.0403, 32.3664, -1.0155], [17.5447, 33.1323, -2.1702], [21.2556, 30.5796, 0.2216], [20.8726, 31.0099, 1.8888], [21.5059, 32.1762, 0.7487], [17.3584, 34.1786, -1.9276], [16.7771, 32.7580, -2.8476], [18.2761, 33.2339, -2.9720], [20.5703, 35.2764, 1.3789], [21.9687, 35.1170, 1.6259], [22.8412, 34.7042, 0.6398], [22.4512, 34.4142, -0.5124], [24.0049, 34.5791, 1.1589], [25.1543, 33.9825, 0.5472], [20.3380, 36.0261, 0.6225], [20.1443, 35.6472, 2.3112], [20.0078, 34.3794, 1.1200], [25.4354, 33.0252, 0.9861], [26.0793, 34.5529, 0.6316], [24.8660, 33.8577, -0.4966]],
  "lowdin_charge": [2.0436, -0.2158, -0.4760, 0.0558, 0.0581, 0.0340, -0.1934, -0.4785, 0.0654, 0.0509, 0.0588, -0.2229, -0.4778, 0.0559, 0.0563, 0.0459, -0.1994, -0.4945, 0.0690, 0.0603, 0.0562, 0.0185, -0.0051, -0.5102, -0.0008, 0.0175, -0.0422, 0.0913, 0.0729, 0.0951, 0.0971, 0.0921, 0.0953, -0.0528, -0.0318, -0.5846, 0.1080, -0.0061, -0.0096, 0.0977, 0.0905, 0.0940, 0.0966, 0.1016, 0.0847, -0.0650, -0.0476, -0.4990, 0.1171, -0.0094, -0.0468, 0.0684, 0.0940, 0.1085, 0.0965, 0.0834, 0.0902, -0.0277, 0.0151, -0.3886, -0.0797, 0.0100, -0.0517, 0.0805, 0.0962, 0.1016, 0.0777, 0.1044, 0.0953, -0.0551, 0.0018, -0.5413, 0.0577, 0.0295, 0.0000, 0.0872, 0.0997, 0.0810, 0.0856, 0.0924, 0.0763, -0.0248, -0.0061, -0.5354, -0.0080, 0.0468, 0.0007, 0.0796, 0.1011, 0.0850, 0.0899, 0.0970, 0.0743],
  "e_homo_ha": -0.30252,
  "molar_mass_da": 755.83,
  "gap_ev": 8.70,
  "e_above_lowest_ev": 1.149,
  "multiplicity": 1,
  "charge": 0,
  "lumo_ha": 0.0171,
  "largest_force_ev_per_a": 5.4
}